Record 1
The following is a quantum chemistry calculation of a structure of composition C27H32Br2N3O2PbS5Sb, from the OMol25 dataset.

Properties
Lowest unoccupied orbital energy   -0.16 eV
Multiplicity   1
Energy above the lowest of the compared OMol25 structures with the same formula, charge and spin   0.00 kJ/mol
Max |F|   0.837 eV/Å
Frontier orbital gap   6.71 eV
HOMO energy   -6.9 eV
E_tot   -8934.918516 Eh

Last column: Mulliken charge in e.
Element x y z (Å)
Pb1 -0.2299 -0.6853 -0.0510  0.974
Br1 4.2423 -0.2088 -3.1824  -0.162
C1 4.2284 -0.2060 -1.2904  -0.035
C2 5.4471 -0.0645 -0.6230  -0.524
C3 5.4927 -0.0472 0.7421  -0.072
Br2 7.1842 0.1216 1.5955  -0.249
C4 4.3107 -0.1566 1.4977  1.023
C5 4.2683 -0.1617 2.9098  -0.686
C6 3.0749 -0.2722 3.5646  -1.143
C7 1.8985 -0.3629 2.8051  -0.506
N1 1.9024 -0.3700 1.4937  0.278
C8 3.0717 -0.2876 0.8096  -0.019
C9 2.9925 -0.3468 -0.6397  -0.105
O1 1.8771 -0.5003 -1.2744  -0.217
H1 6.3580 0.0233 -1.1988  0.422
H2 5.1945 -0.0784 3.4629  0.324
H3 3.0256 -0.2905 4.6450  0.425
H4 0.9242 -0.4421 3.2821  0.540
C10 -1.5480 2.1147 3.7289  -1.620
C11 -1.9043 1.0597 2.7065  0.571
O2 -1.4205 1.0901 1.5720  -0.032
N2 -2.7899 0.1405 3.1230  -0.020
C12 -3.2620 -0.9909 2.3412  -0.455
C13 -2.5341 -2.2626 2.7082  0.549
C14 -3.2027 -3.3643 3.2214  -0.865
C15 -2.4757 -4.5020 3.5355  -0.371
C16 -1.1053 -4.4972 3.3406  -0.883
C17 -0.5212 -3.3484 2.8291  -0.100
N3 -1.2160 -2.2580 2.5173  0.233
H5 -0.6942 2.6821 3.3704  0.324
H6 -1.3039 1.6651 4.6927  0.461
H7 -2.3892 2.7958 3.8699  0.391
H8 -3.1147 0.2084 4.0722  0.237
H9 -3.0952 -0.7713 1.2871  -0.264
H10 -4.3319 -1.1153 2.4995  0.480
H11 -4.2767 -3.3373 3.3588  0.420
H12 -2.9738 -5.3833 3.9195  0.419
H13 -0.4999 -5.3631 3.5729  0.423
H14 0.5497 -3.2971 2.6535  0.400
C18 -2.6217 1.9473 -3.4534  -0.970
C19 -2.1554 2.7454 -2.2377  -0.775
Sb1 -0.3144 2.0377 -1.3551  0.569
C20 0.9790 2.2608 -3.0641  -0.053
C21 1.1029 3.6790 -3.6146  -1.380
C22 0.1135 3.8737 -0.2856  -0.774
C23 -1.1111 4.4400 0.4342  -1.046
H15 -3.5523 2.3690 -3.8425  0.405
H16 -2.8056 0.9054 -3.1935  0.134
H17 -1.8816 1.9704 -4.2559  0.259
H18 -2.8995 2.7047 -1.4393  0.460
H19 -1.9914 3.7942 -2.4966  0.434
H20 0.5631 1.5850 -3.8146  0.193
H21 1.9502 1.8565 -2.7777  0.082
H22 0.1270 4.1163 -3.8417  0.297
H23 1.6855 3.6698 -4.5387  0.420
H24 1.6152 4.3399 -2.9141  0.340
H25 0.4968 4.5877 -1.0155  0.413
H26 0.9139 3.6562 0.4238  0.472
H27 -1.8952 4.7142 -0.2721  0.322
H28 -0.8422 5.3372 0.9965  0.399
H29 -1.5293 3.7126 1.1315  0.050
C24 1.2630 -1.8739 -4.1121  -0.798
S1 -0.4992 -1.4426 -4.0261  -0.003
C25 -1.1438 -2.8457 -3.1982  0.096
C26 -2.0081 -2.7768 -2.1645  -0.121
S2 -2.6097 -1.3543 -1.3751  -0.500
S3 -2.5774 -4.3275 -1.5698  -0.076
C27 -1.7342 -5.3532 -2.6830  0.068
S4 -1.8348 -6.9876 -2.6772  -0.251
S5 -0.7781 -4.4526 -3.8080  -0.119
H30 1.7220 -1.1508 -4.7844  0.304
H31 1.3925 -2.8739 -4.5198  0.526
H32 1.7069 -1.7939 -3.1233  0.053



Record 2
The following is a quantum chemistry calculation of a cluster of 3 separate species, C14H28ClF3O6PS in total, from the OMol25 dataset.

Properties
Lowest unoccupied orbital energy   -3.28 eV
Multiplicity   1
Max |F|   0.555 eV/Å
Frontier orbital gap   9.66 eV
HOMO energy   -12.9 eV
Charge   +1
E_tot   -2500.840907 Eh

Last column: Mulliken charge in e.
Element x y z (Å)
F1 3.5338 -0.0962 3.0540  -0.226
C1 2.5483 -0.9080 3.4540  0.800
F2 3.0464 -1.7853 4.3333  -0.266
F3 1.6531 -0.1333 4.1358  -0.281
C2 1.8991 -1.5861 2.2533  -0.869
C3 0.4103 -1.9099 2.4169  -0.734
P1 -0.7185 -0.4866 2.4926  0.354
S1 -0.0481 1.1008 1.3695  -0.150
C4 -2.3551 -1.0019 1.9631  -0.514
C5 -3.4887 -0.4448 2.8481  -0.764
C6 -4.7962 -1.1719 2.5367  -0.552
Cl1 -4.7732 -2.8152 3.2338  -0.185
H1 2.0800 -0.9695 1.3658  0.349
H2 2.4365 -2.5275 2.0901  0.415
H3 0.1942 -2.5340 3.2917  0.480
H4 0.0877 -2.4792 1.5334  0.464
H5 -0.7947 -0.0583 3.8164  0.162
H6 0.2454 1.9669 2.3533  0.240
H7 -2.4971 -0.6724 0.9246  0.368
H8 -2.3784 -2.1007 1.9613  0.473
H9 -3.6309 0.6246 2.6531  0.344
H10 -3.2495 -0.5650 3.9124  0.425
H11 -5.6615 -0.6402 2.9344  0.382
H12 -4.9277 -1.2955 1.4580  0.284
C7 -4.8927 -0.9423 -3.2164  -1.074
C8 -4.2658 -2.3176 -3.1743  -0.166
O1 -2.8851 -2.2862 -3.5880  -0.373
C9 -2.0131 -1.8769 -2.6870  0.786
O2 -2.2505 -1.5614 -1.5407  -0.594
O3 -0.7989 -1.8712 -3.2430  -0.334
C10 0.2154 -1.4052 -2.3606  -0.448
H13 -4.7739 -0.5005 -4.2055  0.329
H14 -5.9572 -1.0147 -2.9951  0.363
H15 -4.4325 -0.2772 -2.4861  0.262
H16 -4.7453 -2.9846 -3.8864  0.299
H17 -4.3339 -2.7665 -2.1840  0.278
H18 0.1636 -1.9522 -1.4194  0.114
H19 0.0833 -0.3392 -2.1746  0.261
H20 1.1773 -1.5778 -2.8326  0.277
C11 3.0617 3.9176 -3.3514  -1.021
C12 4.5185 3.7489 -2.9827  -0.196
O4 4.7317 3.9022 -1.5658  -0.385
C13 4.4289 2.8508 -0.8209  0.778
O5 4.0120 1.7870 -1.2086  -0.576
O6 4.6543 3.1633 0.4588  -0.353
C14 4.3906 2.0937 1.3628  -0.462
H21 2.6848 4.8729 -2.9848  0.293
H22 2.9487 3.8933 -4.4349  0.360
H23 2.4558 3.1189 -2.9247  0.252
H24 5.1254 4.5303 -3.4338  0.303
H25 4.9071 2.7832 -3.3029  0.305
H26 4.9653 1.2109 1.0915  0.317
H27 3.3271 1.8535 1.3541  0.111
H28 4.6821 2.4361 2.3511  0.296



Record 3
The following is a quantum chemistry calculation of a structure of composition C2H14NO5, from the OMol25 dataset.

Properties
Lowest unoccupied orbital energy   3.61 eV
Multiplicity   1
Energy above the lowest of the compared OMol25 structures with the same formula, charge and spin   137.68 kJ/mol
Max |F|   4.030 eV/Å
Frontier orbital gap   8.63 eV
HOMO energy   -5.0 eV
Charge   -1
E_tot   -515.559789 Eh

Last column: Mulliken charge in e.
Element x y z (Å)
C1 -1.8813 1.4260 -1.2423  -1.031
N1 -0.8899 0.7449 -0.4534  -0.099
C2 -1.1348 -0.7183 -0.4542  -0.389
O1 -0.0982 -1.3336 -1.1196  -0.708
H1 -2.3429 0.8768 -2.0740  0.334
H2 -1.8301 2.5109 -1.2608  0.402
H3 -2.8305 1.5183 -0.5687  0.271
H4 0.0680 0.8733 -0.7749  0.215
H5 -2.1141 -0.9387 -0.9477  0.299
H6 -1.2449 -1.0979 0.5734  0.150
H7 2.7052 -1.8808 -0.5177  0.198
H8 0.8223 -1.5138 -0.4222  0.382
O2 1.9395 -1.7966 0.0528  -1.007
H9 1.9956 -1.5470 1.6763  0.436
H10 0.6154 -1.0753 2.3536  0.279
O3 1.5228 -1.3252 2.5307  -0.726
H11 -0.0966 1.4287 1.9056  0.353
H12 -1.4520 1.6213 1.5740  0.319
O4 -0.9237 1.5736 2.3921  -0.707
H13 2.3482 0.3599 -1.8970  0.283
H14 2.2917 -0.2297 -0.3553  0.477
O5 2.5304 0.5232 -0.9706  -0.730



Record 4
The following is a quantum chemistry calculation of the molecule C3H2N2O2, from the OMol25 dataset.

Properties
Lowest unoccupied orbital energy   -0.95 eV
Multiplicity   1
Energy above the lowest of the compared OMol25 structures with the same formula, charge and spin   529.57 kJ/mol
Max |F|   0.779 eV/Å
Frontier orbital gap   7.99 eV
HOMO energy   -8.9 eV
E_tot   -375.309826 Eh

Last column: Mulliken charge in e.
Element x y z (Å)
O1 -2.7977 -0.2288 -0.1414  -0.456
C1 -2.0488 0.7105 0.0126  0.096
C2 -0.7512 0.6003 0.6641  0.026
N1 0.3652 0.3120 0.2683  -0.074
C3 1.5412 -0.0771 0.0276  -0.034
N2 1.8889 -1.4925 0.2779  0.004
O2 1.7992 -2.1743 -0.7033  -0.211
H1 -2.3532 1.7507 -0.2116  0.299
H2 2.3565 0.5991 -0.1941  0.349



Record 5
The following is a quantum chemistry calculation of a cluster of 2 separate species, C5H14NOP in total, from the OMol25 dataset.

Properties
Lowest unoccupied orbital energy   1.00 eV
Multiplicity   1
Energy above the lowest of the compared OMol25 structures with the same formula, charge and spin   182.99 kJ/mol
Max |F|   4.905 eV/Å
Frontier orbital gap   9.22 eV
HOMO energy   -8.2 eV
E_tot   -670.183043 Eh

Last column: Mulliken charge in e.
Element x y z (Å)
C1 -2.3343 1.3345 0.7707  -0.662
C2 -2.0100 0.1064 -1.2975  -0.668
C3 1.6866 -2.3003 -0.7827  -0.810
C4 1.1278 1.6456 0.4596  -1.134
C5 -2.6305 0.2999 0.0138  0.153
N1 1.7674 -0.8933 -0.4288  -0.261
O1 2.2207 -0.3899 1.9395  -0.509
P1 0.8838 -0.2704 0.8563  0.270
H1 -2.8245 1.3759 1.7914  0.212
H2 -1.5870 2.0354 0.4135  0.183
H3 2.2246 -0.4425 2.8644  0.302
H4 -2.7443 -0.2105 -1.9991  0.393
H5 -1.1794 -0.4382 -1.1201  -0.053
H6 -1.6269 1.1680 -1.6490  0.196
H7 1.0366 -2.6063 -1.5505  0.276
H8 2.6252 -2.6960 -1.2532  0.280
H9 1.5155 -2.8321 0.2449  0.262
H10 0.5026 1.9753 -0.4087  0.284
H11 0.8459 2.1087 1.4012  0.346
H12 2.2052 1.8263 0.5791  0.402
H13 -3.2781 -0.5043 0.4210  0.278
H14 1.5729 -0.2922 -1.2656  0.261



Which value of E_tot does entry 1 give? -8934.918516 Eh